A molecular structure, C12H42Ca2O18P2S at a distorted geometry, computed with ωB97M-V with the def2-TZVPD basis set.

Results
Max |F| (Eh/bohr): 0.0816
Total energy (Ha): -4272.6772
Total charge: +2
Molecular weight (g mol⁻¹): 648.62
Gap between HOMO and LUMO (hartree): 0.238
Energy relative to the best compared isomer or geometry (same formula, charge and spin) (kcal per mole): 0.0

Positions of all 77 atoms, in Å:
Ca (-0.824, -2.234, 2.668)
Ca (1.982, 1.862, 2.429)
S (0.096, 0.453, 0.644)
O (-0.161, -0.901, 1.053)
O (1.506, 0.710, 0.425)
O (-0.740, 0.758, -0.461)
O (-0.184, 1.327, 1.767)
C (-3.480, 1.578, 0.736)
O (-3.063, 1.488, -0.644)
H (-4.489, 1.987, 0.688)
H (-3.522, 0.563, 1.131)
H (-2.822, 2.211, 1.332)
H (-2.137, 1.236, -0.684)
C (5.196, 0.245, 1.637)
O (3.861, 0.475, 1.971)
H (5.842, 1.122, 1.597)
H (5.614, -0.439, 2.376)
H (5.246, -0.363, 0.734)
H (3.650, -0.363, 2.389)
C (-1.340, 1.611, -3.605)
O (-0.904, 0.422, -3.027)
H (-1.296, 1.505, -4.689)
H (-2.336, 1.919, -3.286)
H (-0.649, 2.424, -3.382)
H (-0.855, 0.523, -2.073)
C (1.502, -3.359, 0.502)
O (1.190, -3.304, 1.862)
H (0.673, -3.725, -0.103)
H (1.720, -2.399, 0.034)
H (2.350, -4.026, 0.347)
H (1.956, -2.939, 2.310)
C (-1.799, 0.430, 4.485)
O (-1.760, -0.066, 3.184)
H (-2.279, -0.284, 5.154)
H (-0.777, 0.561, 4.840)
H (-2.401, 1.334, 4.573)
H (-1.317, 0.601, 2.656)
C (2.247, -0.499, -2.256)
O (3.214, -0.434, -1.183)
H (1.371, 0.146, -2.174)
H (2.769, -0.261, -3.182)
H (1.864, -1.515, -2.349)
H (2.659, -0.104, -0.473)
C (2.673, 7.054, -0.767)
O (2.628, 6.060, 0.235)
P (1.726, 4.737, -0.012)
O (2.158, 3.661, 0.954)
O (0.209, 5.318, 0.204)
C (-0.897, 4.493, -0.090)
O (1.883, 4.412, -1.557)
C (2.108, 3.103, -1.990)
H (2.723, 8.037, -0.298)
H (1.903, 7.064, -1.539)
H (3.617, 6.947, -1.301)
H (-1.579, 4.521, 0.760)
H (-0.679, 3.456, -0.343)
H (-1.452, 4.855, -0.956)
H (1.145, 2.708, -2.312)
H (2.587, 2.396, -1.313)
H (2.762, 3.200, -2.857)
C (-1.752, -6.578, -1.442)
O (-1.206, -5.708, -0.523)
P (-2.103, -4.449, -0.039)
O (-1.501, -3.739, 1.123)
O (-2.191, -3.668, -1.432)
C (-2.009, -2.258, -1.410)
O (-3.533, -5.084, 0.215)
C (-3.700, -6.033, 1.305)
H (-1.861, -7.581, -1.030)
H (-1.022, -6.626, -2.251)
H (-2.672, -6.183, -1.875)
H (-2.349, -1.828, -0.468)
H (-2.658, -1.915, -2.215)
H (-0.989, -1.900, -1.545)
H (-4.531, -6.703, 1.082)
H (-4.037, -5.491, 2.189)
H (-2.774, -6.555, 1.544)

Electronic structure analysis, Löwdin charges in units of e:
1 Ca 1.642
2 Ca 1.651
3 S 0.242
4 O -0.444
5 O -0.412
6 O -0.265
7 O -0.437
8 C -0.124
9 O -0.139
10 H 0.091
11 H 0.066
12 H 0.062
13 H -0.042
14 C -0.102
15 O -0.236
16 H 0.110
17 H 0.098
18 H 0.097
19 H 0.087
20 C -0.152
21 O -0.130
22 H 0.090
23 H 0.083
24 H 0.057
25 H -0.015
26 C -0.122
27 O -0.209
28 H 0.075
29 H 0.071
30 H 0.113
31 H 0.095
32 C -0.124
33 O -0.258
34 H 0.095
35 H 0.081
36 H 0.109
37 H -0.012
38 C -0.123
39 O -0.147
40 H 0.047
41 H 0.093
42 H 0.075
43 H -0.027
44 C -0.103
45 O -0.191
46 P 0.527
47 O -0.383
48 O -0.188
49 C -0.095
50 O -0.172
51 C -0.085
52 H 0.102
53 H 0.097
54 H 0.097
55 H 0.098
56 H 0.069
57 H 0.108
58 H 0.076
59 H 0.078
60 H 0.113
61 C -0.118
62 O -0.213
63 P 0.468
64 O -0.380
65 O -0.163
66 C -0.076
67 O -0.199
68 C -0.048
69 H 0.105
70 H 0.105
71 H 0.097
72 H 0.076
73 H 0.115
74 H 0.084
75 H 0.106
76 H 0.088
77 H 0.095